{"formula": "C7H14O3", "method": "wB97M-V/def2-TZVPD", "elements": ["H", "H", "C", "C", "C", "C", "C", "O", "H", "H", "H", "C", "H", "O", "H", "H", "H", "H", "C", "H", "H", "O", "H", "H"], "positions_angstrom": [[-1.067895, -1.263792, 0.812097], [-2.999517, -0.602217, -0.149958], [-0.170767, 0.508287, -0.032623], [-0.304650, -0.961442, 0.092169], [2.290752, -2.015477, -0.123696], [-1.876967, 0.914123, -0.469866], [0.696931, 0.940348, -1.216823], [1.199316, -1.937987, 1.982298], [1.882648, -2.420320, -1.053430], [0.470329, 0.365685, -2.119370], [0.127103, 0.674359, 2.169923], [1.145749, -1.652110, 0.794320], [2.882410, -1.123823, -0.343311], [-2.511775, 1.524322, 0.624823], [0.531789, 1.999897, -1.442116], [-1.791386, 1.639206, -1.285493], [-3.245210, 2.057037, 0.272229], [2.912419, -2.790616, 0.335346], [0.246952, 1.233173, 1.235384], [-0.306251, 2.151153, 1.451309], [1.296865, 1.539794, 1.258469], [-2.730027, -0.097635, -0.934579], [1.759600, 0.806146, -1.002816], [-0.438419, -1.488112, -0.854287]], "forces_ev_per_a": [[0.069, 0.067, -0.025], [0.040, 0.068, -0.255], [-3.101, 0.998, -1.063], [3.456, -2.419, 1.873], [-0.350, -0.131, -0.166], [1.502, 0.804, 0.349], [-0.337, 0.024, -0.067], [-0.412, 0.768, -1.714], [0.119, 0.219, -0.079], [-0.081, 0.044, 0.055], [-0.181, -0.398, -0.362], [-1.904, -0.110, 0.678], [0.015, -0.108, -0.078], [0.193, 0.364, 0.134], [0.095, -0.106, 0.059], [0.093, -0.226, -0.133], [0.301, -0.341, 0.236], [-0.069, 0.337, 0.086], [-0.049, 0.489, 1.189], [-0.126, -0.040, -0.519], [0.070, -0.230, -0.444], [0.837, -0.317, 0.141], [-0.056, 0.021, 0.079], [-0.125, 0.223, 0.028]], "homo_energy_ev": -8.96, "total_energy_ha": -500.7900, "smiles": "CC(=O)CC(C)(C)C(O)O", "orbital_gap_ev": 9.6, "lumo_energy_ev": 0.66, "max_force_ha_per_bohr": 0.0898}

=====

{"formula": "C4H10N2O2", "method": "wB97M-V/def2-TZVPD", "elements": ["H", "H", "H", "N", "H", "C", "O", "H", "O", "H", "H", "N", "C", "H", "H", "H", "C", "C"], "positions_angstrom": [[0.744373, -1.997258, -0.696946], [-1.683757, -0.396103, 0.129693], [0.121677, 3.312704, 1.695540], [-1.460338, -2.575585, 0.022802], [1.106837, 1.585884, -1.574492], [1.308699, 1.296963, -0.536631], [0.809803, 2.855955, 1.187165], [-1.881366, -2.835163, 0.907636], [-0.938988, 2.009958, 0.071358], [-0.683250, -1.020908, 1.206149], [-2.231663, -2.588196, -0.632906], [1.358868, -0.119493, -0.210445], [0.308755, -0.991169, -0.681656], [1.434962, -0.186177, 0.797185], [2.273477, 1.675618, -0.340948], [0.108505, -0.871780, -1.745831], [0.244959, 2.058301, 0.243780], [-0.941554, -1.213552, 0.158547]], "forces_ev_per_a": [[0.121, -0.032, 0.150], [-0.093, -0.374, -1.026], [-0.122, -0.123, -0.221], [-0.353, 0.304, 0.164], [-0.051, -0.914, -0.119], [-1.100, 0.153, -0.070], [0.130, -0.124, 0.113], [0.073, -0.163, -0.042], [-0.281, -0.199, -0.033], [0.604, -0.651, 0.162], [0.066, -0.035, -0.185], [-0.389, 0.694, -0.433], [0.205, -1.803, -0.341], [0.177, -0.216, 0.008], [1.015, 0.737, 0.508], [-0.165, 0.723, -0.015], [0.564, 0.609, 0.271], [-0.400, 1.415, 1.109]], "homo_energy_ev": -8.88, "total_energy_ha": -418.3885, "smiles": "NCCNCC(=O)O", "orbital_gap_ev": 9.6, "lumo_energy_ev": 0.70, "max_force_ha_per_bohr": 0.0359}

=====

{"formula": "C18H31Cl2InN4O4", "method": "wB97M-V/def2-TZVPD", "elements": ["H", "H", "H", "C", "C", "H", "C", "C", "In", "H", "O", "C", "H", "C", "H", "C", "C", "H", "C", "C", "H", "C", "C", "H", "H", "H", "H", "H", "H", "H", "N", "H", "H", "C", "O", "H", "C", "H", "C", "N", "O", "H", "C", "H", "H", "C", "Cl", "H", "H", "N", "H", "N", "H", "Cl", "H", "C", "H", "O", "H", "H"], "positions_angstrom": [[-3.561282, -4.116307, 2.301535], [2.258961, 1.161129, -2.754495], [-0.394105, 1.832520, 2.430966], [1.075710, 5.107370, -1.003004], [-1.008233, 1.506965, -2.704399], [-5.232193, -1.796809, 3.626217], [-2.880811, -1.174484, 1.577259], [1.962434, 3.790932, -3.295889], [-0.959366, -0.320611, -0.432815], [1.937321, -4.993986, -0.760545], [-1.655482, -1.403080, 1.288731], [1.362583, 5.834307, -2.167650], [1.295296, 6.921167, -2.164811], [-5.018267, -1.758748, 2.552128], [0.256533, -0.152004, -4.293395], [1.986368, 3.156062, -2.046856], [0.525498, 0.055133, 2.538916], [4.379476, -3.791162, -0.405442], [-0.475313, 0.313468, -2.374229], [-2.054778, 1.457896, -3.792220], [2.449535, -1.077477, -0.332977], [4.006016, -3.037744, -1.113227], [1.329512, 3.737242, -0.946864], [-3.133529, -3.348941, 3.848916], [0.793586, -3.972782, -1.690307], [4.403968, -2.053904, -0.844987], [-0.241186, -1.578305, -3.315616], [0.725908, 5.637336, -0.113467], [2.015532, 5.718537, -4.235093], [-5.253151, -0.762986, 2.167708], [0.858752, -0.934180, 3.436226], [1.055379, 3.144536, -0.067699], [2.302847, -4.590389, -2.441512], [1.766351, 5.167341, -3.328903], [0.585582, -1.972896, -0.593832], [1.312244, -0.752231, -3.038430], [-3.032705, -3.272755, 2.761169], [-5.655717, -2.495921, 2.047661], [2.683250, 1.877911, -1.989369], [2.547645, -3.003007, -1.100530], [0.722766, -0.071468, 1.303920], [4.371051, -3.320732, -2.109334], [0.254361, -0.598226, -3.291442], [-1.856075, 2.177959, -4.594354], [0.415099, -0.900938, 4.347184], [1.846727, -4.210329, -1.523353], [-2.962124, -1.307357, -1.681589], [-0.800116, 2.469003, -2.185377], [0.961505, -1.863336, 3.044501], [-3.601597, -2.010070, 2.299947], [-1.982604, -3.292200, 2.472879], [0.048692, 1.187482, 3.076841], [2.207350, 3.225027, -4.201766], [-1.682745, 1.831303, 0.585360], [-2.039696, 0.431044, -4.210853], [1.850570, -1.952823, -0.644357], [-3.042752, 1.633063, -3.342037], [3.618987, 1.494146, -1.297732], [-3.366662, -0.267972, 1.202180], [-0.159605, 1.248185, 4.057408]], "forces_ev_per_a": [[0.090, 0.186, 0.027], [0.481, 0.378, 0.276], [-0.044, -0.045, -0.026], [-0.101, 0.164, -0.186], [-0.428, -0.192, -0.711], [0.116, 0.045, -0.165], [1.614, -0.492, -0.674], [0.703, 0.079, 0.359], [0.572, 0.532, -0.050], [-0.072, 0.144, -0.056], [-2.042, 0.107, 0.830], [0.239, -0.243, 0.044], [-0.111, -0.251, -0.008], [0.081, 0.163, -0.058], [-0.049, -0.282, -0.143], [-0.933, 0.600, 0.468], [0.365, -0.212, -1.311], [-0.103, 0.206, -0.068], [2.397, 1.750, 1.283], [1.144, 0.172, -1.070], [-0.300, -0.234, -0.091], [-0.064, -0.007, 0.048], [0.790, 0.449, -0.083], [0.034, 0.034, -0.138], [0.252, -0.075, 0.041], [-0.086, -0.200, -0.064], [0.327, -0.146, -0.243], [-0.116, -0.258, -0.342], [-0.404, -0.089, 0.142], [-0.096, -0.183, 0.108], [-0.139, -0.261, -0.004], [0.463, 0.228, -0.250], [-0.079, 0.119, 0.041], [-0.183, 0.141, 0.168], [2.355, -0.616, -0.010], [-0.302, 0.148, 0.352], [-0.091, 0.049, -0.010], [0.265, 0.108, 0.020], [0.191, -2.661, -0.572], [-0.068, 0.138, 0.082], [0.115, 0.061, 1.838], [-0.144, 0.180, 0.166], [-1.537, -0.768, -1.077], [-0.432, 0.094, -0.077], [0.191, -0.069, -0.306], [0.050, -0.033, 0.008], [-0.014, -0.172, 0.539], [-1.137, -1.015, 0.487], [-0.015, 0.370, 0.005], [-0.212, -0.169, 0.133], [-0.147, -0.084, 0.067], [0.003, 0.186, 0.094], [0.222, 0.279, 0.384], [-0.487, 0.293, 0.140], [-0.272, 0.623, 0.105], [-1.795, -0.230, -0.118], [0.308, -0.020, -0.111], [-1.280, 1.085, -0.342], [-0.060, -0.127, 0.161], [-0.022, 0.024, -0.055]], "homo_energy_ev": [-6.19, -6.19], "total_energy_ha": -2335.0126, "orbital_gap_ev": [6.3, 6.3], "lumo_energy_ev": [0.11, 0.11], "max_force_ha_per_bohr": 0.0629}

=====

Copy entry 2 word for word.
{"formula": "C4H10N2O2", "method": "wB97M-V/def2-TZVPD", "elements": ["H", "H", "H", "N", "H", "C", "O", "H", "O", "H", "H", "N", "C", "H", "H", "H", "C", "C"], "positions_angstrom": [[0.744373, -1.997258, -0.696946], [-1.683757, -0.396103, 0.129693], [0.121677, 3.312704, 1.695540], [-1.460338, -2.575585, 0.022802], [1.106837, 1.585884, -1.574492], [1.308699, 1.296963, -0.536631], [0.809803, 2.855955, 1.187165], [-1.881366, -2.835163, 0.907636], [-0.938988, 2.009958, 0.071358], [-0.683250, -1.020908, 1.206149], [-2.231663, -2.588196, -0.632906], [1.358868, -0.119493, -0.210445], [0.308755, -0.991169, -0.681656], [1.434962, -0.186177, 0.797185], [2.273477, 1.675618, -0.340948], [0.108505, -0.871780, -1.745831], [0.244959, 2.058301, 0.243780], [-0.941554, -1.213552, 0.158547]], "forces_ev_per_a": [[0.121, -0.032, 0.150], [-0.093, -0.374, -1.026], [-0.122, -0.123, -0.221], [-0.353, 0.304, 0.164], [-0.051, -0.914, -0.119], [-1.100, 0.153, -0.070], [0.130, -0.124, 0.113], [0.073, -0.163, -0.042], [-0.281, -0.199, -0.033], [0.604, -0.651, 0.162], [0.066, -0.035, -0.185], [-0.389, 0.694, -0.433], [0.205, -1.803, -0.341], [0.177, -0.216, 0.008], [1.015, 0.737, 0.508], [-0.165, 0.723, -0.015], [0.564, 0.609, 0.271], [-0.400, 1.415, 1.109]], "homo_energy_ev": -8.88, "total_energy_ha": -418.3885, "smiles": "NCCNCC(=O)O", "orbital_gap_ev": 9.6, "lumo_energy_ev": 0.70, "max_force_ha_per_bohr": 0.0359}

=====

Which formula does entry 1 have? C7H14O3